ORCA calculation (the ωB97M-V functional and the def2-TZVPD basis) on a 10-piece molecular cluster, C2H26NO10 overall.

Bonds (Å) are listed after each position.
Atoms and positions in Å:
1 O 2.55 -0.12 1.64  H20 0.966, H28 0.964
2 O -3.11 1.40 -1.25  H16 0.966, H17 0.968
3 O 2.21 0.10 -3.59  H23 0.970, H27 0.972
4 O -1.06 -0.27 -2.10  H31 0.970, H32 0.960
5 O -2.43 -0.21 1.21  C12 1.426, H22 0.968
6 O 0.72 -2.35 3.24  H21 0.962, H39 0.964
7 O 0.93 2.66 -2.52  H14 0.965, H26 0.965
8 O -0.12 2.28 1.24  H19 0.972, H37 0.971
9 O 2.94 -2.03 -1.46  H24 0.962, H34 0.965
10 O -3.06 3.25 2.05  H15 0.957, H18 0.961
11 N 0.32 -1.83 -0.18  C13 1.533, H30 1.025, H35 1.011, H36 1.023
12 C -1.16 -0.75 1.56  O5 1.426, C13 1.521, H25 1.088, H38 1.085
13 C -0.92 -1.98 0.70  N11 1.533, C12 1.521, H29 1.087, H33 1.091
14 H 0.61 3.07 -3.33  O7 0.965
15 H -2.38 3.90 2.24  O10 0.957
16 H -2.36 1.96 -1.46  O2 0.966
17 H -3.83 2.03 -1.11  O2 0.968
18 H -2.63 2.44 1.77  O10 0.961
19 H 0.29 2.94 0.66  O8 0.972
20 H 3.12 -0.04 2.41  O1 0.966
21 H 0.75 -1.66 3.90  O6 0.962
22 H -2.37 0.44 0.49  O5 0.968
23 H 2.66 -0.26 -2.82  O3 0.970
24 H 3.67 -2.06 -0.84  O9 0.962
25 H -1.37 -1.07 2.58  C12 1.088
26 H 1.89 2.72 -2.64  O7 0.965
27 H 1.45 0.46 -3.11  O3 0.972
28 H 2.75 0.70 1.18  O1 0.964
29 H -1.76 -2.34 0.11  C13 1.087
30 H 0.06 -1.21 -0.96  N11 1.025
31 H -1.99 -0.09 -1.91  O4 0.970
32 H -1.01 -0.78 -2.91  O4 0.960
33 H -0.67 -2.88 1.27  C13 1.091
34 H 3.19 -2.63 -2.17  O9 0.965
35 H 0.62 -2.76 -0.43  N11 1.011
36 H 1.04 -1.35 0.36  N11 1.023
37 H 0.44 1.54 0.93  O8 0.971
38 H -0.30 -0.10 1.58  C12 1.085
39 H 0.32 -3.12 3.67  O6 0.964

## Properties
* total energy: -898.7135 hartree
* energy relative to the best compared isomer or geometry (same formula, charge and spin): 56.97 kcal/mol
* multiplicity: 1
* net charge: +1